[1]
8
Properties=species:S:1:pos:R:3:forces:R:3:mulliken_charge:R:1 method="wB97M-V/def2-TZVPD" charge=0 lumo_ev=0.11 molar_mass_g_mol=127.55 e_tot_ev=-30011.5980
C 0.293 -0.627 1.428 0.58 0.82 0.55 0.714
N 0.028 0.055 0.315 1.62 -1.49 1.70 -0.347
O -0.778 -1.508 1.723 1.47 0.41 0.74 -0.323
O 1.255 -0.493 2.138 -0.19 0.06 -0.68 -0.505
S -0.417 -2.033 3.253 -1.51 -1.25 1.09 0.176
Cl -1.846 -1.120 4.421 0.39 -0.14 -0.55 -0.144
H -0.784 -0.218 -0.072 -3.27 -0.19 -2.15 0.207
H 0.490 0.892 0.197 0.90 1.79 -0.71 0.223


[2]
10
Properties=species:S:1:pos:R:3:forces:R:3:mulliken_charge:R:1 method="wB97M-V/def2-TZVPD" charge=0 lumo_ev="-3.67 / -4.61" molar_mass_g_mol=175.62 e_tot_ev=-42888.7995
C 0.213 -0.240 -0.042 1.37 -0.05 3.47 -0.432
N 0.910 -2.545 0.148 -0.08 -0.48 -0.13 -0.263
O -1.014 -1.929 1.742 -1.03 -0.40 1.97 -0.457
O 1.701 -1.333 -2.018 -0.31 0.13 2.11 -0.543
O 2.766 -0.836 0.194 0.72 -0.20 0.27 -0.519
S -0.545 -1.897 0.406 1.24 1.16 -1.53 0.606
S 1.630 -1.212 -0.567 0.02 0.23 -1.57 0.961
Cl -3.406 -0.985 -0.846 0.26 -0.10 0.06 -0.033
H -0.168 0.070 -0.921 -1.97 1.71 -2.61 0.362
H 0.326 0.556 0.837 -0.21 -2.00 -2.03 0.317


[3]
7
Properties=species:S:1:pos:R:3:forces:R:3:mulliken_charge:R:1 method="wB97M-V/def2-TZVPD" charge=0 lumo_ev=-1.30 molar_mass_g_mol=111.55 e_tot_ev=-27961.9105
C 0.753 -0.140 0.434 -0.60 -2.24 0.54 -0.132
N -2.291 -0.329 -0.948 -1.82 -0.98 0.39 -0.172
O 0.332 0.420 -0.737 -0.73 0.20 -2.40 -0.461
S -1.363 0.541 -1.557 3.42 0.15 1.35 0.489
Cl 0.607 1.177 1.625 0.42 -0.20 0.79 -0.196
H 1.788 -0.604 0.358 -0.83 1.38 -0.03 0.242
H 0.174 -1.065 0.825 0.13 1.69 -0.64 0.230


[4]
7
Properties=species:S:1:pos:R:3:forces:R:3:mulliken_spin:R:1 method="wB97M-V/def2-TZVPD" charge=0 lumo_ev="-0.94 / -2.86" molar_mass_g_mol=111.55 e_tot_ev=-27959.0796 multiplicity=3
C -1.483 0.266 0.168 0.29 -0.65 0.07 0.875
N 0.598 -1.169 -0.220 0.25 -0.34 -0.13 0.984
O 2.881 -0.363 -0.154 2.01 -0.01 -0.14 0.021
S 1.514 0.025 -0.013 -0.61 -0.49 0.11 -0.017
Cl -0.879 1.858 -0.181 -0.92 -0.48 -0.12 0.097
H -0.996 -0.153 1.087 -1.00 0.52 -0.89 0.019
H -1.635 -0.464 -0.688 -0.02 1.46 1.10 0.020


[5]
8
Properties=species:S:1:pos:R:3:forces:R:3:mulliken_charge:R:1 method="wB97M-V/def2-TZVPD" charge=0 lumo_ev=-1.21 molar_mass_g_mol=143.62 e_tot_ev=-38797.8876 smiles="O=CN(Cl)SS"
O -0.148 1.244 1.737 0.98 1.38 -0.26 -0.390
C -0.523 0.459 0.937 -2.03 -2.00 1.68 0.080
N -0.673 0.540 -0.447 1.44 2.14 -0.90 -0.082
Cl 0.178 2.213 -1.070 -1.10 -2.16 0.77 -0.083
S -0.430 -0.785 -1.440 -0.22 0.56 -0.11 0.070
S 1.533 -1.317 -1.165 -0.79 -0.53 1.21 -0.143
H -1.061 -0.448 1.427 0.74 0.46 -1.62 0.355
H 1.125 -1.906 0.021 0.98 0.15 -0.77 0.193


[6]
8
Properties=species:S:1:pos:R:3:forces:R:3:mulliken_charge:R:1 method="wB97M-V/def2-TZVPD" charge=0 lumo_ev=-0.47 molar_mass_g_mol=143.62 e_tot_ev=-38796.0511
C -0.744 -0.040 0.701 -0.40 2.82 1.30 0.172
N -0.966 -1.262 0.626 -0.27 -1.37 0.34 -0.201
O 0.049 0.857 -0.006 0.07 -0.86 0.54 -0.347
S 1.695 0.561 -0.516 -1.55 -1.51 -2.16 0.188
S 2.645 -0.704 0.562 -0.37 0.39 -0.29 -0.184
Cl -0.188 -2.402 -0.430 -0.24 1.09 0.12 -0.075
H -1.370 0.572 1.570 1.61 -1.71 -2.45 0.258
H 1.146 -0.177 -1.868 1.15 1.15 2.60 0.190


[7]
8
Properties=species:S:1:pos:R:3:forces:R:3:mulliken_charge:R:1 method="wB97M-V/def2-TZVPD" charge=-1 lumo_ev="3.47 / 3.50" molar_mass_g_mol=129.54 e_tot_ev=-30568.6576
C 1.035 0.707 1.127 -0.15 0.00 -0.05 -0.399
O -2.238 -1.074 -0.092 0.23 0.14 -0.29 -0.536
O -0.377 -1.977 -1.453 -0.16 0.35 0.04 -0.538
O -0.500 0.458 -0.978 -0.43 -0.45 -0.32 -0.511
S -1.248 -0.815 -1.163 0.18 -0.03 0.35 0.619
Cl 2.117 1.880 0.535 0.35 0.29 -0.03 -0.166
H 0.051 1.088 1.335 -0.05 -0.10 0.17 0.290
H 1.160 -0.266 0.689 0.03 -0.21 0.13 0.242


[8]
7
Properties=species:S:1:pos:R:3:forces:R:3:mulliken_charge:R:1 method="wB97M-V/def2-TZVPD" charge=0 lumo_ev="-1.26 / -2.30" molar_mass_g_mol=128.52 e_tot_ev=-35760.4854
C 1.493 -0.227 -0.088 -3.01 -0.85 -5.56 -0.601
O -2.930 -0.311 -0.075 -0.79 -0.66 -0.13 -0.456
P -1.557 -0.067 0.358 -0.38 1.41 0.17 0.541
S -0.741 1.692 0.091 0.23 -0.37 0.20 -0.294
Cl 0.526 -1.561 0.091 0.73 -0.48 0.17 0.007
H 1.954 0.167 0.685 2.20 1.67 3.57 0.419
H 1.254 0.307 -1.062 1.01 -0.72 1.58 0.383